Entry from the OMol25 dataset: the molecule C4H7NP2 in a non-equilibrium geometry (wB97M-V/def2-TZVPD).

The geometry in ORCA input format:
```
! RIJCOSX wB97M-V def2-TZVPD def2/J DEFGRID3
* xyz 0 1
C -0.2144 -1.1997 0.0349
C -0.6165 1.5223 0.1332
C 1.1654 -1.3052 0.3685
C 0.7676 1.7956 -0.0241
N -1.3121 -1.4980 -0.2779
P -2.2114 1.4208 0.2346
P -2.8746 -1.0827 -0.0813
H 1.2456 -2.0658 1.1872
H 1.5513 -0.3500 0.7959
H 1.7034 -1.6502 -0.5551
H 1.5073 1.1034 0.5405
H 1.0118 2.8106 0.2355
H 1.1516 1.6139 -1.0470
H -2.8752 -1.1151 -1.5448
*
```

Values from the calculation:
- LUMO energy (eV) = 0.51
- HOMO (eV) = -6.89
- relative energy (zero: lowest compared OMol25 entry of this formula, charge and spin) (kJ/mol) = 319.74
- Kohn-Sham gap (eV) = 7.398

Mulliken atomic charge list, values in e, 8 entries: 0.457 0.188 -0.759 -0.734 -0.102 -0.366 -0.213 0.303


Entry from the OMol25 dataset: a structure of composition C5H15ClN3P in a non-equilibrium geometry (wB97M-V/def2-TZVPD).

The geometry in ORCA input format:
```
! RIJCOSX wB97M-V def2-TZVPD def2/J DEFGRID3
* xyz 0 1
C -3.1767 -0.1155 1.3700
C 0.8051 0.8331 1.8199
C 2.1869 -1.1265 1.3170
C -0.0633 -0.9357 -2.8215
C 0.4686 1.1707 -1.7511
N -2.2414 0.5386 0.5880
N 1.0199 -0.1987 0.8917
N 0.3507 -0.3266 -1.5893
P -0.2951 -0.6987 -0.0021
Cl -0.0790 -2.7095 -0.1814
H -2.8973 -0.8225 2.1569
H -3.7715 -0.7834 0.7135
H -3.7747 0.7331 1.7677
H 1.7009 1.4442 1.8522
H -0.0427 1.4575 1.5851
H 0.5903 0.4929 2.8676
H 2.7997 -1.4050 0.4019
H 2.8200 -0.8002 2.1112
H 1.9401 -2.0804 1.8716
H -0.5943 -1.8752 -2.6903
H -0.7107 -0.4332 -3.5595
H 0.7697 -1.3785 -3.2749
H 1.1091 1.3542 -2.5944
H -0.4967 1.8302 -1.9274
H 0.9671 1.5043 -0.7329
*
```

Values from the calculation:
- LUMO energy (alpha / beta) (eV) = 0.15 / 0.33
- HOMO (alpha / beta) (eV) = -7.61 / -7.31
- relative energy (zero: lowest compared OMol25 entry of this formula, charge and spin) (kJ/mol) = 379.62
- Kohn-Sham gap (alpha / beta) (eV) = 7.755 / 7.643

Mulliken atomic charge list, values in e, 8 entries: -0.634 -1.287 -1.097 -1.131 -0.913 -0.402 0.167 0.001


Entry from the OMol25 dataset: a cluster of 16 separate species, C16H66NO20PS in total (wB97M-V/def2-TZVPD).

The geometry in ORCA input format:
```
! RIJCOSX wB97M-V def2-TZVPD def2/J DEFGRID3
* xyz 0 1
N 1.2198 -0.4798 0.4658
C 1.2307 0.7932 -0.1662
O 0.1860 0.9133 -1.2160
P -1.3491 0.7452 -1.0030
O -2.1617 1.0313 -2.1824
O -1.8193 1.7067 0.1981
O -1.0814 1.3976 1.4113
O -1.4481 -0.7442 -0.4264
S -2.6406 -1.2251 0.6372
H 0.9959 -0.3959 1.4511
H 2.1238 -0.9251 0.3798
H 1.1053 1.6227 0.5183
H 2.1533 0.9424 -0.7219
H -1.5191 2.0220 2.0180
H -3.2919 -1.9633 -0.2752
C -1.3693 -4.9732 -0.2628
O -0.7301 -3.9242 -0.9846
H -1.0891 -5.9081 -0.7445
H -1.0391 -5.0076 0.7783
H -2.4583 -4.8766 -0.2899
H -0.9567 -3.0913 -0.5566
C 1.3585 -1.7002 -4.0698
O 1.5318 -1.1959 -2.7556
H 2.1027 -2.4819 -4.2113
H 0.3645 -2.1326 -4.2147
H 1.5183 -0.9297 -4.8303
H 0.8801 -0.5012 -2.6106
C -1.7424 3.0182 4.6787
O -2.3899 3.1183 3.4026
H -0.7304 3.3930 4.5439
H -2.2491 3.6382 5.4202
H -1.7155 1.9860 5.0289
H -3.2939 2.8011 3.4862
C 2.1804 -5.5625 -2.3597
O 1.8920 -5.1585 -1.0338
H 3.1627 -6.0342 -2.3510
H 1.4586 -6.2935 -2.7376
H 2.2119 -4.7094 -3.0441
H 1.0122 -4.7521 -1.0352
C 1.8729 3.9181 2.4981
O 2.4186 2.6408 2.1899
H 0.8352 3.9188 2.1792
H 1.9172 4.1265 3.5724
H 2.3912 4.7192 1.9664
H 3.3473 2.6158 2.4421
C 5.1124 0.1797 2.9700
O 4.8275 1.4209 3.6034
H 4.4820 0.1364 2.0847
H 6.1575 0.1046 2.6621
H 4.8653 -0.6605 3.6264
H 5.3354 1.4901 4.4152
C 0.3369 -8.9502 -4.6168
O 0.0029 -8.5443 -3.2974
H 1.3094 -9.4338 -4.5585
H -0.3841 -9.6663 -5.0207
H 0.4121 -8.0999 -5.3001
H -0.8536 -8.1097 -3.3231
C 4.6331 -3.1098 -0.2394
O 4.1700 -1.9453 0.4505
H 4.1437 -3.1074 -1.2092
H 5.7158 -3.0847 -0.3819
H 4.3562 -4.0214 0.2917
H 4.5703 -1.9264 1.3252
C 5.2925 1.5230 -1.0011
O 5.8914 0.3270 -0.5251
H 6.0945 2.1523 -1.3822
H 4.5855 1.3282 -1.8128
H 4.7717 2.0668 -0.2054
H 5.1771 -0.2472 -0.2147
C -3.8822 -0.5748 -4.7831
O -2.4652 -0.5330 -4.7810
H -4.1868 -1.2795 -5.5539
H -4.2814 -0.9179 -3.8246
H -4.3197 0.4008 -5.0139
H -2.1984 0.0891 -4.0946
C -1.3657 6.9417 1.5152
O -0.7259 5.8141 2.1049
H -0.5896 7.6475 1.2336
H -1.9213 6.6644 0.6175
H -2.0466 7.4336 2.2153
H -1.4158 5.1891 2.3524
C -7.0906 -1.9755 -6.8210
O -7.0475 -1.4414 -5.5063
H -6.2719 -2.6876 -6.8967
H -8.0284 -2.5017 -7.0202
H -6.9490 -1.2032 -7.5821
H -7.7594 -0.8034 -5.4128
C -0.0853 -0.7717 4.4863
O 0.6567 0.0226 3.5725
H -0.3014 -1.7117 3.9822
H 0.4841 -0.9836 5.3963
H -1.0300 -0.2999 4.7682
H 0.8775 0.8611 3.9887
C -0.5414 9.4738 -1.1767
O -1.8575 9.1240 -0.7717
H -0.0870 10.0044 -0.3427
H 0.0655 8.5921 -1.4010
H -0.5424 10.1336 -2.0482
H -2.2792 8.6524 -1.4949
C -3.5747 1.0599 7.5866
O -2.6249 0.4055 6.7534
H -3.6402 2.0895 7.2411
H -4.5648 0.6039 7.5124
H -3.2629 1.0655 8.6336
H -2.5480 -0.5084 7.0412
*
```

Values from the calculation:
- LUMO energy (eV) = 0.10
- HOMO (eV) = -9.17
- relative energy (zero: lowest compared OMol25 entry of this formula, charge and spin) (kJ/mol) = 0.00
- Kohn-Sham gap (eV) = 9.264

Mulliken atomic charge list, values in e, 8 entries: 0.119 -0.122 -0.268 0.281 -0.840 -0.366 0.256 0.416


Entry from the OMol25 dataset: a cluster of 2 separate species, C5H7NO2 in total in a non-equilibrium geometry (wB97M-V/def2-TZVPD).

The geometry in ORCA input format:
```
! RIJCOSX wB97M-V def2-TZVPD def2/J DEFGRID3
* xyz 0 1
C 0.6971 0.1450 0.5318
C 0.0817 0.7343 -0.5812
C -0.3195 -0.5035 -0.4321
C -1.5490 -0.6078 0.2326
C -2.6852 -0.6195 0.6746
H 2.6762 -0.1209 1.6670
H 2.5925 0.4305 -0.4598
H 0.3708 0.3355 1.5504
H 0.8378 0.8007 -1.4813
H -1.6167 1.2210 -0.8103
H 1.0680 -1.3042 -0.7948
H -3.6819 -0.3676 0.9150
N 2.1225 -0.2782 0.6575
O -0.7442 1.7205 -0.5265
O 0.1501 -1.5857 -1.1427
*
```

Values from the calculation:
- LUMO energy (eV) = 0.37
- HOMO (eV) = -8.71
- relative energy (zero: lowest compared OMol25 entry of this formula, charge and spin) (kJ/mol) = 797.47
- Kohn-Sham gap (eV) = 9.081

Mulliken atomic charge list, values in e, 8 entries: -0.325 0.224 0.529 -0.988 0.011 0.279 0.308 0.353


Entry from the OMol25 dataset: the molecule C3H8O2SSi in a non-equilibrium geometry (wB97M-V/def2-TZVPD).

The geometry in ORCA input format:
```
! RIJCOSX wB97M-V def2-TZVPD def2/J DEFGRID3
* xyz 0 1
C -2.1171 -1.2636 1.0940
C 1.2865 0.3132 -0.6287
C 2.1819 0.9052 0.4804
O -1.7353 -1.3202 -0.1046
O -0.0977 0.8395 -0.5884
Si -1.4840 0.1383 -1.0038
S 1.2228 -1.4210 -0.5078
H -2.0832 -0.3820 1.6882
H -2.1024 -2.1659 1.6186
H 1.7282 0.7113 -1.6075
H 2.3537 0.2776 1.2952
H 1.7665 1.7503 1.0123
H 3.1207 1.2261 0.0916
H -1.4962 -0.5894 -2.1876
H -2.5444 0.9804 -0.6521
*
```

Values from the calculation:
- LUMO energy (alpha / beta) (eV) = 0.13 / -2.12
- HOMO (alpha / beta) (eV) = -8.47 / -6.89
- relative energy (zero: lowest compared OMol25 entry of this formula, charge and spin) (kJ/mol) = 248.07
- Kohn-Sham gap (alpha / beta) (eV) = 8.594 / 4.772

Mulliken atomic charge list, values in e, 8 entries: -0.362 0.355 -1.339 -0.254 -0.139 0.320 -0.249 0.314


Entry from the OMol25 dataset: a cluster of 2 separate species, C6H12O in total in a non-equilibrium geometry (wB97M-V/def2-TZVPD).

The geometry in ORCA input format:
```
! RIJCOSX wB97M-V def2-TZVPD def2/J DEFGRID3
* xyz 0 1
C -3.2980 -0.8073 0.0404
C -1.8715 -0.7497 0.5306
C -0.9422 0.1646 0.3196
C 0.4320 -0.3431 0.2725
C 1.5516 0.2808 0.6574
C 2.8328 -0.4857 0.6493
H -3.4577 -1.0825 -1.0030
H -3.8568 0.1274 0.2823
H -3.7882 -1.6048 0.6302
H -1.3693 -1.6058 0.8282
H -1.1240 1.2573 0.2239
H 0.5566 -1.3472 -0.3107
H 1.5481 1.3993 0.8284
H 2.7507 -1.1608 -0.2577
H 3.6043 0.2869 0.5893
H 3.0011 -1.0763 1.5385
O 1.0163 1.6986 -1.7151
H 0.9826 0.7376 -1.8321
H 0.7944 2.1228 -2.6160
*
```

Values from the calculation:
- LUMO energy (eV) = 0.84
- HOMO (eV) = -8.24
- relative energy (zero: lowest compared OMol25 entry of this formula, charge and spin) (kJ/mol) = 260.56
- Kohn-Sham gap (eV) = 9.077

Mulliken atomic charge list, values in e, 8 entries: -1.016 -0.323 -0.205 -0.737 0.350 -1.061 0.247 0.290